1.
Molecular formula: C2H12NSi2
Method: DFT, ωB97M-V/def2-TZVPD

The geometry in ORCA input format:
```
! wB97M-V def2-TZVPD RIJCOSX def2/J DEFGRID3
* xyz 1 1
C -0.007 -0.083 0.458
C 1.026 -0.106 -0.475
N -2.446 -1.600 -0.094
Si -0.713 1.883 -0.035
Si 2.906 -0.276 0.042
H -1.072 -0.347 0.085
H 0.168 -0.078 1.444
H 0.946 -0.017 -1.475
H -2.959 -1.586 0.766
H -2.024 -2.495 -0.122
H -2.984 -1.289 -0.884
H 0.427 2.821 -0.433
H -1.486 1.274 -1.267
H -1.659 2.366 1.166
H 3.880 -0.306 -1.033
H 3.027 -1.318 1.000
H 2.969 1.157 0.857
*
```

The gap between HOMO and LUMO is 8.46 eV. The value obtained for the lowest unoccupied orbital energy is -5.51 eV. For the energy above the lowest of the compared OMol25 structures with the same formula, charge and spin, the calculation gives 3.700 eV. Its total energy is -716.7368 Eh.

2.
Molecular formula: C37H56GeN5O8P2S2Y
Method: DFT, ωB97M-V/def2-TZVPD

The geometry in ORCA input format:
```
! wB97M-V def2-TZVPD RIJCOSX def2/J DEFGRID3
* xyz 0 1
Y -0.235 0.252 -0.189
O -4.305 0.165 1.767
C -3.427 0.240 0.914
N -2.285 0.951 0.953
C -2.230 2.099 1.682
O -3.121 2.891 1.909
C -0.852 2.391 2.263
C -0.710 3.441 3.154
C 0.506 3.619 3.791
C 1.538 2.736 3.518
C 1.321 1.732 2.591
N 0.152 1.561 1.968
C -3.581 -0.606 -0.334
C -4.846 -1.081 -0.649
C -5.014 -1.830 -1.797
C -3.906 -2.094 -2.588
C -2.682 -1.588 -2.195
N -2.508 -0.851 -1.095
H -1.567 4.076 3.324
H 0.642 4.426 4.501
H 2.500 2.817 4.007
H 2.107 1.038 2.337
H -5.661 -0.841 0.019
H -5.993 -2.198 -2.077
H -3.983 -2.666 -3.503
H -1.804 -1.760 -2.804
C -1.664 -1.150 3.346
C -1.445 -2.159 2.267
N -0.845 -1.941 1.130
C -0.789 -3.088 0.357
C -1.370 -4.177 0.913
S -1.993 -3.778 2.447
C -0.133 -3.053 -0.967
C 0.124 -4.117 -1.761
S 0.887 -3.605 -3.200
C 0.828 -1.973 -2.674
N 0.286 -1.843 -1.498
C 1.246 -0.830 -3.539
H -0.883 -0.395 3.298
H -1.645 -1.627 4.325
H -2.632 -0.662 3.210
H -1.473 -5.167 0.498
H -0.078 -5.159 -1.572
H 2.224 -1.015 -3.989
H 1.250 0.095 -2.956
H 0.520 -0.704 -4.345
C 4.167 -3.572 -0.827
C 4.031 -3.674 0.677
C 2.672 -4.166 1.118
O 4.342 -2.400 1.311
P 3.614 -1.010 1.152
O 2.166 -1.020 0.885
C 4.511 -0.120 -0.131
P 3.612 1.362 -0.640
O 2.240 1.019 -1.030
O 4.417 2.051 -1.811
C 4.041 1.743 -3.203
C 2.882 2.618 -3.632
C 5.298 1.937 -4.015
O 3.868 2.291 0.596
C 3.538 3.722 0.724
C 2.238 4.066 0.036
C 4.725 4.532 0.250
O 3.976 -0.299 2.511
C 5.320 -0.256 3.072
C 5.640 1.192 3.359
C 5.332 -1.137 4.300
H 4.124 -4.571 -1.263
H 5.116 -3.115 -1.111
H 3.342 -2.992 -1.255
H 4.804 -4.333 1.071
H 1.888 -3.515 0.739
H 2.594 -4.194 2.206
H 2.511 -5.174 0.729
H 4.569 -0.768 -1.009
H 5.523 0.125 0.197
H 3.736 0.692 -3.243
H 3.194 3.666 -3.651
H 2.013 2.509 -2.972
H 2.571 2.339 -4.642
H 5.623 2.977 -3.957
H 5.101 1.697 -5.061
H 6.106 1.299 -3.655
H 3.421 3.832 1.802
H 2.314 3.991 -1.051
H 1.973 5.094 0.289
H 1.422 3.414 0.342
H 4.952 4.305 -0.791
H 5.610 4.330 0.856
H 4.487 5.594 0.329
H 6.018 -0.656 2.332
H 4.969 1.577 4.131
H 5.520 1.801 2.462
H 6.666 1.283 3.718
H 4.595 -0.780 5.020
H 6.318 -1.111 4.768
H 5.096 -2.168 4.037
C -3.762 2.720 -1.873
Ge -1.950 2.478 -2.656
C -1.630 4.176 -3.628
C -2.220 1.192 -4.153
C -0.519 2.007 -1.508
H -4.337 3.465 -2.432
H -3.675 3.050 -0.835
H -4.333 1.786 -1.885
H -2.418 4.383 -4.359
H -0.671 4.121 -4.151
H -1.588 5.012 -2.924
H -2.711 1.688 -4.995
H -2.836 0.336 -3.871
H -1.244 0.831 -4.491
H -0.173 2.969 -1.080
*
```

The gap between HOMO and LUMO is 4.12 eV. The value obtained for the lowest unoccupied orbital energy is 0.02 eV. For the energy above the lowest of the compared OMol25 structures with the same formula, charge and spin, the calculation gives 1.851 eV. Its total energy is -5913.8327 Eh.

3.
Molecular formula: C2H9N3O
Method: DFT, ωB97M-V/def2-TZVPD

The geometry in ORCA input format:
```
! wB97M-V def2-TZVPD RIJCOSX def2/J DEFGRID3
* xyz 2 1
C 0.396 0.050 0.159
C -0.973 -0.585 0.221
N 0.780 1.145 0.784
N 1.373 -0.561 -0.457
N -1.993 0.187 -0.526
O 2.617 0.007 -0.412
H -0.964 -1.617 -0.256
H -1.283 -0.588 1.307
H 0.300 1.536 1.582
H 1.823 1.291 0.884
H 1.208 -1.539 -0.804
H -1.991 1.132 -0.210
H -2.954 -0.263 -0.271
H -1.809 0.262 -1.537
H 3.471 -0.457 -0.464
*
```

The gap between HOMO and LUMO is 10.69 eV. The value obtained for the lowest unoccupied orbital energy is -8.63 eV. As for the SMILES: N/C(C[NH3+])=[NH+]\O. For the energy above the lowest of the compared OMol25 structures with the same formula, charge and spin, the calculation gives 1.506 eV. Its total energy is -320.3827 Eh.

4.
Molecular formula: C14H17BrN6O3S3
Method: DFT, ωB97M-V/def2-TZVPD

The geometry in ORCA input format:
```
! wB97M-V def2-TZVPD RIJCOSX def2/J DEFGRID3
* xyz 0 1
O -2.558 1.299 3.486
O -3.481 -0.439 -3.507
O -1.419 0.539 -4.257
Br -1.513 -6.124 -7.229
N 1.526 0.916 3.269
N 5.446 2.851 3.414
N -1.487 -0.977 -2.110
S 1.429 2.460 5.435
C 2.125 1.901 3.902
C 4.231 3.020 3.733
C 0.203 1.231 5.176
C 0.375 0.586 3.985
C -1.098 0.124 -1.630
C -1.269 -3.262 -6.787
C -2.001 -4.590 -4.884
C -1.370 -2.098 -5.987
C -2.132 -3.428 -4.111
C -1.555 -4.522 -6.193
C -1.801 -2.160 -4.646
N 3.977 4.078 4.521
N 3.268 2.232 3.232
N -0.732 -0.112 -0.353
S -1.941 0.403 2.514
C -0.606 -0.416 3.487
C -0.016 0.820 0.493
C -1.043 1.541 1.421
S -2.047 -0.638 -3.690
H 5.721 2.114 2.802
H -0.574 1.080 5.898
H -1.031 1.121 -2.019
H -1.052 -3.192 -7.850
H -2.260 -5.562 -4.459
H -1.170 -1.099 -6.363
H -2.495 -3.513 -3.101
H 4.799 4.676 4.588
H 3.092 4.521 4.349
H 3.573 1.541 2.588
H -0.895 -1.054 -0.124
H -1.036 -0.978 4.301
H -0.085 -1.108 2.813
H 0.724 0.300 1.120
H 0.520 1.553 -0.050
H -1.816 2.063 0.842
H -0.527 2.299 1.980
*
```

The gap between HOMO and LUMO is 8.89 eV. The value obtained for the lowest unoccupied orbital energy is 0.25 eV. For the energy above the lowest of the compared OMol25 structures with the same formula, charge and spin, the calculation gives 0.000 eV. Its total energy is -4866.4409 Eh.

5.
Molecular formula: C5H19NO7
Method: DFT, ωB97M-V/def2-TZVPD

The geometry in ORCA input format:
```
! wB97M-V def2-TZVPD RIJCOSX def2/J DEFGRID3
* xyz 0 1
O -0.918 -1.427 1.849
C -0.936 -0.610 2.732
C 0.048 0.556 2.781
C 1.201 0.346 1.837
C 1.983 1.618 1.524
C 1.380 2.521 0.465
N 0.827 1.892 -0.632
O 1.342 3.728 0.584
H -1.716 -0.620 3.512
H -0.630 1.346 2.414
H 0.311 0.738 3.818
H 1.862 -0.481 2.102
H 0.788 -0.110 0.930
H 2.125 2.215 2.418
H 2.967 1.359 1.154
H 0.602 2.545 -1.360
H 1.179 0.980 -0.861
H -3.865 0.045 -1.713
H -2.482 -0.571 -1.997
O -2.943 0.268 -1.875
H 1.348 -1.872 -0.776
H 0.989 -2.386 0.594
O 1.742 -2.321 -0.011
H 0.642 -1.204 -3.511
H 1.445 -2.256 -2.668
O 1.155 -1.338 -2.702
H -2.111 -2.419 0.516
H -3.627 -2.595 0.526
O -2.896 -2.326 -0.044
H -1.350 0.578 -3.661
H 0.112 1.114 -3.716
O -0.577 0.688 -4.231
*
```

The gap between HOMO and LUMO is 10.08 eV. The value obtained for the lowest unoccupied orbital energy is 0.35 eV. As for the SMILES: NC(=O)CCCC=O.O.O.O.O.O. For the energy above the lowest of the compared OMol25 structures with the same formula, charge and spin, the calculation gives 0.565 eV. Its total energy is -783.3611 Eh.

6.
Molecular formula: C24H25N3O5
Method: DFT, ωB97M-V/def2-TZVPD

The geometry in ORCA input format:
```
! wB97M-V def2-TZVPD RIJCOSX def2/J DEFGRID3
* xyz 0 1
C 4.005 -3.188 1.574
H 4.436 -4.158 1.331
O 3.511 -2.678 0.361
C 2.961 -1.427 0.363
C 2.742 -0.655 1.489
C 2.140 0.592 1.383
C 1.749 1.078 0.151
C 1.973 0.310 -0.990
C 2.588 -0.926 -0.904
O 2.882 -1.733 -1.958
C 2.619 -1.258 -3.260
H 1.545 -1.142 -3.430
H 3.134 -0.312 -3.451
H 3.007 -2.023 -3.930
H 1.650 0.695 -1.944
C 1.060 2.413 0.021
N -0.377 2.285 0.159
C -1.191 2.058 -0.897
O -0.852 1.986 -2.062
C -2.638 1.954 -0.387
C -2.476 2.309 1.064
C -3.414 2.464 2.056
C -2.972 2.765 3.339
C -1.622 2.894 3.607
C -0.669 2.738 2.609
C -1.112 2.446 1.336
H 0.380 2.847 2.835
H -1.296 3.121 4.612
H -3.691 2.894 4.134
H -4.465 2.362 1.838
O -3.483 2.845 -1.076
H -3.244 2.810 -2.011
C -3.125 0.491 -0.561
C -2.148 -0.466 0.097
O -2.064 -0.500 1.313
C -1.315 -1.315 -0.737
C -0.400 -2.225 -0.186
N 0.205 -2.823 -1.217
N -0.231 -2.371 -2.400
C -1.152 -1.466 -2.149
C -1.804 -0.790 -3.301
H -2.879 -0.969 -3.311
H -1.614 0.282 -3.266
H -1.378 -1.195 -4.215
H 0.971 -3.480 -1.189
C -0.113 -2.562 1.223
H -1.015 -2.938 1.705
H 0.675 -3.310 1.283
H 0.182 -1.664 1.763
H -4.087 0.410 -0.051
H -3.254 0.290 -1.620
H 1.419 3.114 0.778
H 1.243 2.829 -0.975
H 1.982 1.173 2.277
H 3.031 -1.013 2.464
H 4.782 -2.544 1.996
H 3.207 -3.323 2.313
*
```

The gap between HOMO and LUMO is 8.90 eV. The value obtained for the lowest unoccupied orbital energy is 0.70 eV. As for the SMILES: COc1ccc(CN2C(=O)[C@@](O)(CC(=O)c3c(C)n[nH]c3C)c3ccccc32)cc1OC. For the energy above the lowest of the compared OMol25 structures with the same formula, charge and spin, the calculation gives 1.325 eV. Its total energy is -1470.0460 Eh.